1.
Entry from OMol25: a 2-piece molecular cluster, C4H4NO7S2 overall (wB97M-V/def2-TZVPD).

XYZ file:
```
18
C4H4NO7S2, DFT wB97M-V/def2-TZVPD
C -2.816 0.463 -0.164
C -1.899 1.406 -0.117
C -2.785 -1.053 0.189
C -0.428 1.248 0.065
N -1.603 -1.595 0.559
O 0.177 2.042 0.723
O 2.882 -1.160 -1.096
O 0.732 -1.869 1.006
O 3.914 -0.751 0.998
O 2.946 1.170 -0.085
O -3.859 -1.580 0.115
O 0.270 0.223 -0.466
S -0.197 -1.476 -0.075
S 2.714 -0.382 0.362
H -3.772 0.764 -0.349
H -2.199 2.388 -0.375
H 3.910 -1.448 -1.229
H 2.014 1.611 -0.060
```

Properties
Frontier orbital gap in eV: 8.71
Net charge: -1
DFT total energy in eV: -41705.375
Relative energy (zero: lowest compared OMol25 entry of this formula, charge and spin) in kcal per mole: 13.3

Partial charges, natural (NBO), in e: -0.21 -0.30 0.63 0.77 -0.93 -0.61 -0.93 -0.96 -1.00 -0.94 -0.61 -0.77 1.63 1.83 0.19 0.21 0.48 0.52

=====

2.
Entry from OMol25: an isolated ion of composition C4H4NOS and charge +1 (wB97M-V/def2-TZVPD).

XYZ file:
```
11
C4H4NOS, DFT wB97M-V/def2-TZVPD
C 1.085 -1.450 -0.360
N 1.559 -0.391 -0.128
C 1.406 0.914 0.266
C 0.174 1.396 0.535
S -1.547 0.919 0.428
C -1.901 -0.777 -0.344
O -1.004 -1.536 -0.535
H 0.982 -2.352 -0.896
H 2.135 1.591 0.705
H 0.001 2.380 0.992
H -2.890 -0.694 -0.665
```

Properties
Structure (SMILES): C#[N+]/C=C\SC=O
Frontier orbital gap in eV: 8.29
Net charge: +1
DFT total energy in eV: -18574.618
Relative energy (zero: lowest compared OMol25 entry of this formula, charge and spin) in kcal per mole: 6.2

Partial charges, natural (NBO), in e: 0.48 -0.24 -0.16 -0.22 0.23 0.40 -0.53 0.29 0.28 0.27 0.20

=====

3.
Entry from OMol25: an isolated molecule of C4H4NP (wB97M-V/def2-TZVPD).

XYZ file:
```
10
C4H4NP, DFT wB97M-V/def2-TZVPD
C -0.944 -2.237 0.877
C -0.566 -0.964 0.465
C 0.219 -0.033 -0.096
C -1.641 -1.095 1.576
N 0.950 0.665 -0.733
P 1.296 1.605 -2.083
H -2.617 -0.689 1.210
H -1.334 -0.757 2.551
H 2.572 0.997 -2.311
H 2.065 2.509 -1.455
```

Properties
Frontier orbital gap in eV: 7.84
Net charge: 0
DFT total energy in eV: -14985.353
Relative energy (zero: lowest compared OMol25 entry of this formula, charge and spin) in kcal per mole: 74.1

Partial charges, natural (NBO), in e: 0.07 -0.47 0.62 -0.46 -0.70 0.59 0.21 0.21 -0.02 -0.04

=====

4.
Entry from OMol25: C4H4NS as an isolated structure (wB97M-V/def2-TZVPD).

XYZ file:
```
10
C4H4NS, DFT wB97M-V/def2-TZVPD
C 1.257 -0.948 -0.041
C -0.170 0.873 0.882
C 0.054 -0.230 -0.105
C -0.893 -0.623 -0.960
N 2.084 -1.668 0.272
S 0.519 2.045 -0.272
H -1.120 1.112 1.313
H 0.638 0.607 1.679
H -1.595 0.194 -1.026
H -0.774 -1.363 -1.741
```

Properties
Frontier orbital gap (alpha / beta) in eV: 6.74 / 7.01
Net charge: +1
DFT total energy in eV: -16525.658
Relative energy (zero: lowest compared OMol25 entry of this formula, charge and spin) in kcal per mole: 87.1

Partial charges, natural (NBO), in e: 0.16 -0.61 -0.12 -0.07 -0.11 0.65 0.29 0.32 0.22 0.27

=====

5.
Entry from OMol25: an isolated molecule of C4H4O (wB97M-V/def2-TZVPD).

XYZ file:
```
9
C4H4O, DFT wB97M-V/def2-TZVPD
C -0.251 -0.626 -0.720
C 0.878 -0.735 0.189
C 0.894 0.505 0.799
O -0.123 1.285 0.372
C -0.860 0.550 -0.507
H -0.522 -1.453 -1.365
H 0.193 -1.510 0.604
H 1.574 1.008 1.482
H -1.783 0.976 -0.854
```

Properties
Structure (SMILES): c1ccoc1
Frontier orbital gap in eV: 9.78
Net charge: 0
DFT total energy in eV: -6256.719
Relative energy (zero: lowest compared OMol25 entry of this formula, charge and spin) in kcal per mole: 61.3

Partial charges, natural (NBO), in e: -0.28 -0.50 0.17 -0.39 0.06 0.23 0.30 0.20 0.21

=====

6.
Entry from OMol25: an isolated molecule of C4H4O (wB97M-V/def2-TZVPD).

XYZ file:
```
9
C4H4O, DFT wB97M-V/def2-TZVPD
C 0.826 0.261 -0.383
C -0.302 -0.227 -0.762
C -0.699 0.726 0.461
C -1.061 0.068 1.697
O -0.486 -1.102 1.936
H 1.825 0.571 -0.216
H -0.842 -0.866 -1.318
H -1.042 1.693 0.162
H 0.294 -1.087 1.405
```

Properties
Frontier orbital gap in eV: 8.70
Net charge: 0
DFT total energy in eV: -6254.184
Relative energy (zero: lowest compared OMol25 entry of this formula, charge and spin) in kcal per mole: 119.8

Partial charges, natural (NBO), in e: -0.18 -0.14 -0.43 0.24 -0.64 0.26 0.23 0.22 0.45

=====

7.
Entry from OMol25: an isolated molecule of C4H4O (wB97M-V/def2-TZVPD).

XYZ file:
```
9
C4H4O, DFT wB97M-V/def2-TZVPD
C 2.320 -0.442 0.418
C 1.170 -0.344 0.048
C -0.157 0.039 -0.509
C -1.569 0.164 0.111
O -0.624 1.196 0.146
H 3.329 -0.558 0.784
H -0.190 -0.086 -1.590
H -1.769 -0.531 0.919
H -2.511 0.561 -0.328
```

Properties
Structure (SMILES): C#C[C@H]1CO1
Frontier orbital gap in eV: 10.93
Net charge: 0
DFT total energy in eV: -6255.966
Relative energy (zero: lowest compared OMol25 entry of this formula, charge and spin) in kcal per mole: 78.7

Partial charges, natural (NBO), in e: -0.20 -0.05 -0.01 -0.09 -0.46 0.24 0.20 0.18 0.20

=====

8.
Entry from OMol25: an isolated molecule of C4H4O (wB97M-V/def2-TZVPD).

XYZ file:
```
9
C4H4O, DFT wB97M-V/def2-TZVPD
C 0.899 -1.183 1.022
C 0.336 -0.847 -0.053
C -0.275 -0.259 -0.882
C -0.727 0.925 -1.134
O -1.092 1.816 -0.297
H 0.566 -1.371 2.021
H 1.831 -1.713 0.849
H -0.869 1.281 -2.132
H -0.670 1.351 0.606
```

Properties
Structure (SMILES): C=C=C=CO
Frontier orbital gap in eV: 8.64
Net charge: 0
DFT total energy in eV: -6255.242
Relative energy (zero: lowest compared OMol25 entry of this formula, charge and spin) in kcal per mole: 95.4

Partial charges, natural (NBO), in e: -0.58 0.11 -0.28 0.24 -0.60 0.23 0.21 0.17 0.49

=====

9.
Entry from OMol25: a 2-piece molecular cluster, C4H4O overall (wB97M-V/def2-TZVPD).

XYZ file:
```
9
C4H4O, DFT wB97M-V/def2-TZVPD
C -2.333 -0.284 -0.058
C -1.135 -0.375 -0.084
C 1.464 0.170 -0.417
C 0.233 -0.238 0.152
O 1.210 -1.135 0.226
H -3.304 -0.313 -0.212
H 1.584 0.106 -1.440
H 2.099 0.835 0.149
H 0.183 1.234 1.684
```

Properties
Frontier orbital gap (alpha / beta) in eV: 7.77 / 9.12
Net charge: 0
DFT total energy in eV: -6252.650
Relative energy (zero: lowest compared OMol25 entry of this formula, charge and spin) in kcal per mole: 155.2

Partial charges, natural (NBO), in e: -0.11 -0.12 -0.12 0.26 -0.43 0.21 0.19 0.21 -0.09

=====

10.
Entry from OMol25: an isolated molecule of C4H4O (wB97M-V/def2-TZVPD).

XYZ file:
```
9
C4H4O, DFT wB97M-V/def2-TZVPD
C 0.945 1.598 -0.967
C 0.334 0.461 -0.731
C -0.289 -0.603 -0.410
C -0.931 -1.417 0.408
O -0.692 -1.402 1.742
H 1.515 2.052 -0.161
H 0.885 2.124 -1.911
H -1.671 -2.160 0.134
H -0.096 -0.652 1.897
```

Properties
Structure (SMILES): C=C=C=CO
Frontier orbital gap in eV: 9.13
Net charge: 0
DFT total energy in eV: -6257.113
Relative energy (zero: lowest compared OMol25 entry of this formula, charge and spin) in kcal per mole: 52.3

Partial charges, natural (NBO), in e: -0.50 0.07 -0.21 0.16 -0.65 0.22 0.23 0.20 0.49

=====

Please write out number 2 again, unchanged.
Entry from OMol25: an isolated ion of composition C4H4NOS and charge +1 (wB97M-V/def2-TZVPD).

XYZ file:
```
11
C4H4NOS, DFT wB97M-V/def2-TZVPD
C 1.085 -1.450 -0.360
N 1.559 -0.391 -0.128
C 1.406 0.914 0.266
C 0.174 1.396 0.535
S -1.547 0.919 0.428
C -1.901 -0.777 -0.344
O -1.004 -1.536 -0.535
H 0.982 -2.352 -0.896
H 2.135 1.591 0.705
H 0.001 2.380 0.992
H -2.890 -0.694 -0.665
```

Properties
Structure (SMILES): C#[N+]/C=C\SC=O
Frontier orbital gap in eV: 8.29
Net charge: +1
DFT total energy in eV: -18574.618
Relative energy (zero: lowest compared OMol25 entry of this formula, charge and spin) in kcal per mole: 6.2

Partial charges, natural (NBO), in e: 0.48 -0.24 -0.16 -0.22 0.23 0.40 -0.53 0.29 0.28 0.27 0.20

=====

Which formula does entry 2 have?
C4H4NOS